{
  "formula": "C6H10FN4",
  "method": "ωB97M-V/def2-TZVPD",
  "elements": ["F", "N", "N", "N", "N", "C", "C", "C", "C", "C", "C", "H", "H", "H", "H", "H", "H", "H", "H", "H", "H"],
  "coordinates": [[2.17657, 0.19471, -1.74031], [0.21592, -2.71427, 0.27627], [-1.84238, 1.93404, 1.13749], [0.58579, -0.65457, -0.39456], [-0.94673, -2.04074, 0.05441], [-1.79167, 0.16858, -0.61831], [-0.73404, -0.81177, -0.34934], [-2.17304, 0.78488, 0.73896], [1.32651, 0.55225, -0.75975], [2.08113, 1.09389, 0.43294], [1.12388, -1.86990, 0.00111], [-2.74978, 0.15012, 1.40309], [2.85615, 0.38154, 0.68216], [2.17555, -2.04698, 0.06509], [0.63513, 1.29116, -1.13755], [-1.86761, -2.42980, 0.18678], [-1.31697, 2.42231, 0.40765], [1.40252, 1.15295, 1.27241], [-2.66808, -0.32518, -1.01810], [-1.44414, 0.96887, -1.25160], [2.50158, 2.05689, 0.19310]],
  "forces_ev_per_angstrom": [[0.38, -0.17, -0.61], [-1.16, -1.01, 0.33], [-0.02, -0.35, -0.33], [-0.10, -0.28, 0.04], [0.13, -0.08, 0.03], [-0.30, 0.48, 1.00], [-0.09, 0.14, -0.47], [0.15, 0.42, 0.06], [0.35, 0.40, 0.80], [-0.32, -0.61, -0.29], [0.68, 1.07, -0.25], [-0.11, -0.13, 0.13], [0.38, -0.01, 0.13], [0.33, -0.11, -0.03], [-0.37, 0.02, -0.24], [0.15, -0.52, 0.12], [0.00, 0.23, 0.14], [-0.14, 0.30, 0.28], [-0.09, -0.08, -0.39], [-0.02, 0.04, -0.48], [0.17, 0.24, 0.02]],
  "charge": 1,
  "homo_energy_ha": -0.5294,
  "lumo_energy_ev": -3.7,
  "gap_ev": 10.7,
  "smiles": "[H]/N=C\\Cc1[nH+]ncn1[C@@H](C)F"
}

---

{
  "formula": "C6H10FP",
  "method": "ωB97M-V/def2-TZVPD",
  "elements": ["P", "F", "C", "C", "C", "C", "C", "C", "H", "H", "H", "H", "H", "H", "H", "H", "H", "H"],
  "coordinates": [[2.07901, 0.87770, 1.90681], [2.03370, -0.41792, 2.94758], [1.61341, -0.24158, 0.36730], [0.14625, -0.33925, 0.27935], [-0.55019, 0.14023, -0.88160], [-0.58825, -1.07007, 1.31337], [-0.07359, 1.49598, -1.51740], [-1.82052, -0.19426, -1.27418], [-2.27835, -0.96505, -0.81524], [2.09148, -1.26032, 0.36653], [-2.39888, 0.31151, -2.09979], [-0.35937, 2.22546, -0.86916], [-0.53940, 1.69900, -2.44868], [-1.60399, -0.84909, 1.08845], [0.99203, 1.55954, -1.52674], [2.15840, 0.18847, -0.48569], [-0.41508, -0.84429, 2.31307], [-0.48665, -2.31606, 1.33603]],
  "forces_ev_per_angstrom": [[-0.59, -2.56, -0.71], [0.08, 1.14, -0.28], [1.84, 0.21, 0.31], [0.45, 0.01, -0.98], [-1.01, 2.56, -0.67], [-0.55, -3.89, -1.27], [0.85, -3.26, 0.03], [1.47, 2.10, -1.53], [-1.72, -2.57, 1.31], [-0.38, 0.73, 0.85], [1.04, -0.51, 1.02], [-1.02, 2.20, 1.98], [-0.11, -0.07, -0.99], [-1.08, -0.24, 0.36], [0.77, 0.04, -0.62], [-0.69, 0.31, -0.01], [0.71, 0.80, 1.69], [-0.04, 3.01, -0.50]],
  "homo_energy_ha": [-0.2693, -0.3065],
  "lumo_energy_ev": [-0.9, -0.4],
  "gap_ev": [6.4, 8.0]
}

---

{
  "formula": "C6H10KLiO3",
  "method": "ωB97M-V/def2-TZVPD",
  "elements": ["K", "O", "O", "O", "C", "C", "C", "C", "C", "C", "Li", "H", "H", "H", "H", "H", "H", "H", "H", "H", "H"],
  "coordinates": [[3.60193, 1.54319, 1.23445], [2.33384, 2.34937, -0.96850], [1.53379, -0.45109, 1.52949], [-3.25575, 0.20583, -2.02552], [-2.28734, 0.88239, -1.45588], [0.97568, -1.39256, 2.43352], [-0.98483, 0.93180, -1.84062], [1.29721, 1.94007, -1.65240], [0.03654, 1.72487, -1.15603], [-0.00796, -2.31829, 1.74347], [-3.54643, -0.71732, -3.46291], [-2.55675, 1.42824, -0.52914], [-0.44780, -3.01105, 2.47481], [1.47276, 1.70313, -2.72125], [-0.66624, 0.31213, -2.68959], [-0.80619, -1.74379, 1.25241], [0.49930, -2.91326, 0.96791], [-0.23640, 2.31110, -0.26732], [0.48743, -0.79313, 3.21478], [1.74670, -1.99122, 2.94626], [0.81052, -0.00039, 0.97207]],
  "forces_ev_per_angstrom": [[-0.77, 0.06, -0.84], [0.07, 0.12, 0.11], [-0.29, 0.93, -1.19], [-0.73, -1.01, -1.16], [1.10, 0.31, 0.39], [-0.80, 0.33, 0.31], [-0.71, 0.33, 0.24], [0.33, -0.40, 0.89], [0.38, 0.20, -0.18], [-0.02, -0.21, -0.12], [0.15, 0.58, 0.86], [0.01, -0.06, -0.36], [0.01, 0.19, -0.22], [0.02, -0.21, 0.19], [-0.09, 0.23, 0.11], [0.13, -0.16, 0.18], [-0.12, 0.20, 0.26], [0.06, -0.53, 0.01], [-0.20, -0.41, 0.10], [0.16, 0.45, -0.53], [1.31, -0.96, 0.94]],
  "homo_energy_ha": -0.1567,
  "lumo_energy_ev": -0.5,
  "gap_ev": 3.7
}

---

{
  "formula": "C6H10LiNaO3",
  "method": "ωB97M-V/def2-TZVPD",
  "elements": ["Na", "O", "O", "O", "C", "C", "C", "C", "C", "C", "Li", "H", "H", "H", "H", "H", "H", "H", "H", "H", "H"],
  "coordinates": [[-3.84694, -1.61517, -1.76454], [2.36139, 0.84155, 1.16339], [-2.85439, -0.80724, 0.44992], [1.90205, -0.77948, 4.28800], [0.04263, 1.29903, 1.58206], [0.09233, -2.23601, 3.60287], [1.05867, -1.78581, 4.69929], [-2.10888, 0.08545, 1.01860], [1.31118, 1.37100, 0.81006], [-0.77093, 0.26769, 0.84301], [2.55656, -0.19370, 2.78419], [0.44822, -1.45470, 5.57197], [0.32389, 1.23995, 2.64690], [1.26968, 1.90201, -0.16253], [-0.50002, -1.37821, 3.24836], [-2.60984, 0.74439, 1.75609], [-0.25259, -0.34187, 0.09482], [-0.60402, -3.00920, 3.96535], [1.60042, -2.68804, 5.06829], [-0.59482, 2.22319, 1.69099], [0.64862, -2.64039, 2.74138]],
  "forces_ev_per_angstrom": [[0.64, 0.48, 1.32], [-0.70, 0.28, -0.25], [-0.50, -0.13, -1.07], [0.31, -0.07, -0.66], [-0.60, 1.20, 1.02], [-0.20, 0.04, -0.06], [-0.09, 0.12, 0.33], [0.14, -0.20, -0.23], [0.27, 0.78, 0.02], [-0.21, -0.44, -0.10], [-0.33, -0.11, 0.59], [0.08, -0.10, -0.19], [-0.04, -1.35, -0.07], [0.14, -0.27, 0.08], [0.16, -0.26, 0.05], [0.10, -0.08, -0.08], [-0.15, -0.07, 0.38], [0.16, 0.12, -0.11], [0.01, 0.22, -0.12], [0.96, -0.23, -1.02], [-0.13, 0.07, 0.18]],
  "homo_energy_ha": -0.2441,
  "lumo_energy_ev": -1.9,
  "gap_ev": 4.7
}

---

{
  "formula": "C6H10N",
  "method": "ωB97M-V/def2-TZVPD",
  "elements": ["N", "C", "C", "C", "C", "C", "C", "H", "H", "H", "H", "H", "H", "H", "H", "H", "H"],
  "coordinates": [[2.65261, 0.24416, -0.06682], [-3.18790, 0.15013, -0.53064], [3.53292, 0.30876, 1.00485], [-2.44468, 0.68798, 0.54478], [-0.81759, -1.17119, -0.48082], [1.99138, 0.00132, -0.96562], [-1.77659, -0.35494, -0.22023], [-2.63651, 0.40290, 1.56732], [3.82320, 1.32152, 0.93455], [-3.60370, 0.71405, -1.41774], [1.47991, -0.27386, -1.92624], [-3.94077, -0.55165, -0.27238], [-2.01792, 1.68674, 0.57547], [4.53000, -0.22951, 0.82601], [-0.82610, -1.84640, -1.34096], [0.18337, -1.19851, -0.13836], [3.05837, 0.10851, 1.90684]],
  "forces_ev_per_angstrom": [[-1.49, -1.88, -2.13], [-1.29, -1.30, -2.89], [2.99, 0.40, -1.05], [2.53, 1.58, 3.21], [1.12, -1.43, -2.35], [0.23, -0.01, -0.64], [-2.44, 1.95, -0.61], [-0.57, -0.13, 0.22], [0.54, 1.46, 0.78], [1.42, -0.44, 0.87], [0.40, 0.56, 1.34], [-0.61, -0.66, 0.43], [-0.13, 0.09, -0.51], [-1.85, 0.13, 0.08], [-0.70, 0.02, 0.06], [0.63, 0.22, 1.64], [-0.79, -0.56, 1.56]],
  "charge": 1,
  "homo_energy_ha": -0.4785,
  "lumo_energy_ev": -4.7,
  "gap_ev": 8.3
}

---

{
  "formula": "C6H10N",
  "method": "ωB97M-V/def2-TZVPD",
  "elements": ["N", "C", "C", "C", "C", "C", "C", "H", "H", "H", "H", "H", "H", "H", "H", "H", "H"],
  "coordinates": [[0.36707, 1.61390, 0.43074], [-0.10126, 0.64523, 1.16517], [0.62768, -1.35139, 0.29766], [-0.33818, -0.27146, 0.07693], [0.27627, 0.82137, -0.90886], [-1.80446, -0.61738, -0.17600], [1.51193, 1.41512, -0.53197], [1.22481, -1.25249, 1.14845], [2.33807, 0.78373, -0.20927], [0.20898, -2.34895, 0.49379], [-0.24432, 0.79947, 2.24411], [-2.31021, 0.32267, -0.57275], [1.75520, 2.36866, -1.01155], [-2.03046, -1.59388, -0.77955], [-2.36406, -0.98860, 0.63315], [-0.42070, 1.19818, -1.72482], [1.30364, -1.54418, -0.57524]],
  "forces_ev_per_angstrom": [[1.31, 2.62, 0.45], [-0.51, 1.82, -0.13], [1.01, -3.75, -1.64], [-1.04, -1.52, -1.14], [-3.45, -0.32, -0.13], [-0.67, -0.51, -2.51], [0.85, 0.17, -0.50], [1.35, 0.60, 1.39], [-0.09, 0.37, 0.38], [-0.52, 0.36, -0.14], [-0.02, -0.64, -0.34], [0.31, -1.52, 0.25], [0.04, -0.47, 0.17], [1.09, 2.16, -0.10], [-0.26, 0.36, 2.06], [1.17, -0.13, 1.22], [-0.56, 0.41, 0.69]],
  "charge": 1,
  "homo_energy_ha": -0.5570,
  "lumo_energy_ev": -5.7,
  "gap_ev": 9.4,
  "smiles": "CC1(C)C=[N+]2C[C@H]21"
}

---

{
  "formula": "C6H10N",
  "method": "ωB97M-V/def2-TZVPD",
  "elements": ["N", "C", "C", "C", "C", "C", "C", "H", "H", "H", "H", "H", "H", "H", "H", "H", "H"],
  "coordinates": [[-1.42938, 2.24069, 1.04229], [0.49457, 0.55628, 0.34969], [-0.26567, 1.82579, 0.82733], [-0.35315, 3.18183, 1.47057], [0.92076, -1.75782, -0.88903], [-1.41378, -0.77515, -0.43367], [0.06466, -0.76081, -0.38149], [0.77328, -2.63294, -0.39907], [0.67882, -2.10307, -1.98283], [1.41345, 0.98436, -0.00905], [1.93599, -1.49981, -0.72716], [-0.09298, 4.15706, 0.90878], [-1.85618, -0.91636, 0.50929], [-0.14678, 3.27874, 2.49893], [0.62666, -0.13191, 1.34793], [-1.78175, -1.71091, -0.88002], [-1.91171, 0.08366, -0.72149]],
  "forces_ev_per_angstrom": [[-0.09, -0.44, -0.45], [0.28, -1.88, 1.30], [-0.90, -0.48, -0.03], [1.57, 0.63, -2.16], [0.78, 1.21, -2.96], [1.28, -4.08, -0.73], [-3.42, 5.25, 1.00], [-0.84, -3.04, 1.84], [0.28, 1.08, 1.75], [0.98, -0.69, 0.14], [1.13, 0.22, -0.36], [-0.82, -1.87, 0.49], [-0.10, 0.03, 2.18], [-0.05, -0.14, 1.21], [0.44, 1.59, -1.47], [0.02, 0.54, -0.63], [-0.52, 2.08, -1.12]],
  "charge": 1,
  "homo_energy_ha": -0.5161,
  "lumo_energy_ev": -6.4,
  "gap_ev": 7.6
}

---

{
  "formula": "C6H10N",
  "method": "ωB97M-V/def2-TZVPD",
  "elements": ["N", "C", "C", "C", "C", "C", "C", "H", "H", "H", "H", "H", "H", "H", "H", "H", "H"],
  "coordinates": [[-1.70323, 0.92176, -0.90818], [-2.32594, -1.32301, 0.30220], [0.17589, 1.71806, 1.22030], [-1.76041, -0.15630, -0.29872], [0.57420, 0.87473, 0.12347], [1.99752, 0.73225, -0.08613], [-0.33180, 0.26879, -0.79105], [-2.24640, -2.21632, -0.33561], [2.20444, -0.34160, -0.29361], [2.61716, 1.15510, 0.65439], [2.47426, 1.14573, -1.02779], [-1.90566, -1.49369, 1.36200], [-0.00545, -0.34011, -1.69408], [0.97218, 1.89710, 1.94761], [-3.31529, -0.90595, 0.23110], [0.03840, 2.76402, 0.77711], [-0.89963, 1.46474, 1.69144]],
  "forces_ev_per_angstrom": [[-1.22, -1.40, 1.00], [-0.07, -0.03, 1.22], [-2.99, 1.45, 1.15], [2.60, 1.94, -1.58], [-0.63, -0.37, -1.72], [1.48, -1.19, -2.35], [1.57, -0.62, -0.20], [0.16, 0.38, 0.23], [0.11, 0.38, 0.56], [0.48, 0.05, 1.24], [-1.30, -0.05, 0.51], [-0.93, 0.25, -1.70], [-0.04, 1.18, 1.27], [-0.34, -0.48, 0.09], [-1.42, -1.02, 0.98], [-0.07, -1.07, 0.22], [2.62, 0.58, -0.94]],
  "charge": 1,
  "homo_energy_ha": -0.5431,
  "lumo_energy_ev": -5.4,
  "gap_ev": 9.4
}

---

{
  "formula": "C6H10N",
  "method": "ωB97M-V/def2-TZVPD",
  "elements": ["N", "C", "C", "C", "C", "C", "C", "H", "H", "H", "H", "H", "H", "H", "H", "H", "H"],
  "coordinates": [[1.00552, -1.57956, -0.95374], [0.75432, -0.58288, 0.10474], [-0.40651, 0.06568, -0.38815], [-0.76529, -0.00284, -1.88477], [1.31209, -0.75222, 1.52350], [1.91913, -0.81385, -1.04282], [-1.25832, 0.77956, 0.58610], [2.11323, -1.42071, 1.49822], [-0.57408, -0.93983, -2.22471], [2.92814, -0.33569, -1.24646], [-0.97773, 0.79286, 1.69571], [0.68563, -1.12354, 2.29771], [1.84290, 0.18391, 1.96357], [0.01972, 0.62147, -2.54972], [-1.47739, 1.81886, 0.19359], [-2.30841, 0.34813, 0.58989], [-1.75758, 0.14969, -2.07830]],
  "forces_ev_per_angstrom": [[1.56, -4.01, -1.58], [-0.81, 2.23, 0.32], [0.75, 0.85, 0.71], [3.64, 2.83, 1.50], [0.47, 2.53, 0.03], [1.17, 1.84, 0.86], [-1.82, 0.60, 0.74], [1.24, -1.38, -0.39], [0.64, -3.08, -0.89], [-1.64, -0.79, -0.03], [0.17, 0.01, -1.87], [-1.12, -0.21, 0.29], [-1.29, -1.11, -1.09], [-2.01, -0.89, 1.61], [0.45, -0.90, 0.49], [1.02, 0.18, -0.26], [-2.42, 1.29, -0.41]],
  "charge": 1,
  "homo_energy_ha": -0.5400,
  "lumo_energy_ev": -5.4,
  "gap_ev": 9.3
}

---

{
  "formula": "C6H10N",
  "method": "ωB97M-V/def2-TZVPD",
  "elements": ["N", "C", "C", "C", "C", "C", "C", "H", "H", "H", "H", "H", "H", "H", "H", "H", "H"],
  "coordinates": [[1.21723, 0.76428, 0.18885], [0.56864, -0.48308, -0.06169], [-1.14744, 1.12102, -0.13393], [-2.13692, -1.00564, 0.57146], [0.15100, 1.81085, -0.42021], [1.27430, -1.72250, -0.21888], [-0.94183, -0.31749, 0.12151], [0.22892, 2.75826, 0.09533], [0.41312, 2.00638, -1.45101], [-3.14583, -0.62289, 0.47436], [0.52027, -2.47478, -0.20955], [2.18519, -1.73701, 0.44248], [2.22384, 0.81877, -0.15584], [1.20072, 1.03523, 1.19814], [-2.06558, 1.81742, -0.09437], [-2.06726, -1.95171, 0.92853], [1.52162, -1.81712, -1.27517]],
  "forces_ev_per_angstrom": [[-0.09, 1.93, -0.30], [-2.94, -0.66, 1.01], [0.26, -1.01, -0.01], [2.87, 2.13, -1.76], [0.41, -0.34, 0.64], [1.12, 0.46, -0.48], [-2.58, 4.10, 0.13], [0.27, 0.17, 0.34], [0.09, -0.37, -0.42], [0.43, 0.54, -0.10], [-0.12, -1.15, 1.11], [-0.95, -0.84, -0.66], [-1.66, 0.04, 0.29], [0.31, -0.46, -0.49], [1.36, -1.81, 0.00], [0.23, -2.80, 0.99], [0.98, 0.08, -0.32]],
  "charge": 1,
  "homo_energy_ha": [-0.4354, -0.4429],
  "lumo_energy_ev": [-5.0, -4.6],
  "gap_ev": [6.9, 7.4]
}

---

Results for M: 157.17; 132.12; 176.18; 160.07; 96.15; 96.15; 96.15; 96.15; 96.15; 96.15 (in g/mol, following the order of the records).
Results for energy above the lowest of the compared OMol25 structures with the same formula, charge and spin: 55.1; 280.7; 0.0; 34.5; 384.0; 360.6; 410.6; 220.6; 324.1; 340.2 (in kJ/mol, following the order of the records).
Results for E_tot: -15054.768; -18387.143; -29055.297; -17146.787; -7862.368; -7862.611; -7862.093; -7864.062; -7862.989; -7862.822 (in eV, following the order of the records).